[1]
Molecular formula: C12H23N2O2P2SeV
Method: DFT, ωB97M-V/def2-TZVPD

- E (a.u.) = -4757.8958
- HOMO (spin up / spin down) (eV) = -18.14 / -18.14
- 2S+1 = 2
- expectation value of S² = 0.796
- charge = +3
- LUMO energy (spin up / spin down) (eV) = -12.991 / -13.054
- orbital gap (spin up / spin down) (eV) = 5.15 / 5.09

Cartesian coordinates (Å):
V -0.36 -0.71 1.21
P 2.06 -0.54 1.16
C 2.22 -1.45 -0.40
C 1.00 -1.58 -1.20
N -0.22 -1.10 -0.75
C -1.43 -1.25 -1.35
C -1.50 -2.24 -2.31
C -0.29 -2.68 -2.87
C 0.95 -2.28 -2.41
C -2.63 -0.58 -0.64
P -2.10 0.95 0.28
H 1.89 -2.58 -2.79
H -2.50 -2.63 -2.49
H -0.35 -3.37 -3.67
H -3.46 -0.42 -1.37
H -2.99 -1.26 0.14
H 2.51 1.56 -3.64
H 3.05 -1.13 -1.06
H 0.13 3.97 -0.28
O 2.72 2.47 -3.47
H 3.50 2.66 -2.85
H -0.08 0.60 0.71
O 0.78 4.57 0.08
H 1.12 3.88 0.72
C -2.35 2.18 -1.07
H -3.44 2.24 -1.31
H -1.95 3.17 -0.80
H -1.81 1.85 -1.98
C -3.63 1.26 1.25
H -3.48 2.17 1.85
H -4.54 1.38 0.65
H -3.78 0.43 1.96
C 2.23 -2.03 2.29
H 3.32 -2.19 2.44
H 1.68 -1.98 3.24
H 1.85 -2.88 1.67
C 3.57 0.49 1.53
H 3.45 0.93 2.54
H 4.49 -0.12 1.50
H 3.64 1.33 0.80
Se -1.54 -1.89 5.42
C -1.04 -0.90 4.12
N -0.69 -0.30 3.11

Mulliken atomic charge list, values in e, 2 entries:
1. V -0.39
2. P 0.82


[2]
Molecular formula: C5H9NO
Method: DFT, ωB97M-V/def2-TZVPD

- E (a.u.) = -325.8878
- HOMO (eV) = -9.96
- charge = 0
- LUMO energy (eV) = 0.876
- structure (SMILES) = CCCCN=C=O
- orbital gap (eV) = 10.83
- energy relative to the best compared isomer or geometry (same formula, charge and spin) (kJ/mol) = 130.68

Cartesian coordinates (Å):
C 0.81 1.37 0.52
C 0.86 0.51 -0.76
C 0.67 -1.02 -0.59
C -0.46 -1.30 0.55
C -2.43 -0.01 -0.21
H 1.44 1.06 1.34
H -0.18 1.48 1.00
H 1.17 2.34 0.33
H 1.85 0.65 -1.17
H 0.08 0.93 -1.42
H 0.38 -1.56 -1.47
H 1.65 -1.39 -0.21
H -0.62 -2.39 0.85
H -0.30 -0.66 1.47
N -1.65 -0.85 0.06
O -3.27 0.83 -0.29

Mulliken atomic charge list, values in e, 2 entries:
1. C -1.27
2. C -0.29


[3]
Molecular formula: C42H46IN4O3PSTc
Method: DFT, ωB97M-V/def2-TZVPD

- E (a.u.) = -3190.0874
- HOMO (spin up / spin down) (eV) = -12.42 / -12.51
- 2S+1 = 4
- expectation value of S² = 3.776
- charge = +2
- LUMO energy (spin up / spin down) (eV) = -7.338 / -7.761
- orbital gap (spin up / spin down) (eV) = 5.08 / 4.75
- energy relative to the best compared isomer or geometry (same formula, charge and spin) (kJ/mol) = 219.76

Cartesian coordinates (Å):
Tc 11.82 15.13 10.39
C 10.92 14.37 15.09
C 12.36 14.49 14.62
N 13.32 14.37 15.59
C 14.55 14.65 15.16
C 14.93 15.02 13.89
C 16.20 15.77 13.79
O 16.41 16.44 12.55
C 14.01 14.92 12.86
C 14.54 14.89 11.51
N 13.89 15.14 10.43
C 14.68 15.34 9.26
C 15.84 14.61 9.01
C 16.58 14.94 7.78
C 16.17 15.91 6.89
C 14.87 16.61 7.04
C 14.31 16.38 8.42
I 11.67 15.21 7.67
C 12.65 14.67 13.18
O 11.65 14.53 12.34
H 10.95 14.11 16.16
H 10.42 13.54 14.51
H 10.30 15.30 14.89
H 15.31 14.77 15.89
H 17.09 15.17 14.05
H 16.15 16.54 14.58
H 17.30 16.75 12.54
H 15.59 14.62 11.44
H 16.20 13.77 9.63
H 17.49 14.37 7.61
H 16.84 16.15 6.06
H 14.18 16.38 6.27
O 9.14 13.98 10.79
C 9.77 15.06 10.51
C 9.07 16.24 10.08
C 7.71 16.22 10.02
C 6.99 17.34 9.81
C 7.69 18.51 9.60
C 9.05 18.65 9.74
C 9.77 17.47 9.94
P 11.54 17.44 10.05
C 11.88 18.44 11.51
C 11.09 18.17 12.63
C 11.19 18.87 13.83
C 12.02 19.98 13.86
C 12.69 20.40 12.70
C 12.64 19.67 11.56
C 12.51 18.13 8.75
C 13.93 17.78 8.71
C 14.70 18.17 7.38
C 13.90 19.09 6.47
C 12.66 19.57 6.77
C 11.92 19.04 7.85
H 7.23 15.24 10.21
H 5.93 17.43 9.65
H 7.15 19.42 9.36
H 9.55 19.58 9.70
H 10.30 17.39 12.67
H 10.71 18.43 14.74
H 12.16 20.62 14.79
H 13.19 21.34 12.66
H 13.14 20.06 10.64
H 14.47 18.24 9.55
H 15.68 18.60 7.57
H 14.30 19.25 5.49
H 12.33 20.50 6.28
H 10.93 19.42 7.99
C 8.57 9.98 7.66
C 8.43 9.93 9.21
C 9.49 9.19 10.10
C 9.82 9.96 11.36
N 10.46 11.33 11.19
C 11.69 11.52 10.72
S 11.92 12.77 9.47
N 12.66 10.57 11.05
C 13.86 10.26 10.40
C 14.32 8.79 10.72
C 15.84 8.57 10.43
C 15.93 7.55 9.30
H 8.41 10.98 7.29
H 7.91 9.23 7.20
H 9.61 9.69 7.41
H 7.44 9.51 9.39
H 8.43 10.88 9.66
H 10.38 9.09 9.46
H 9.14 8.20 10.45
H 10.45 9.41 12.08
H 8.91 10.20 11.95
H 9.81 12.17 11.27
H 12.39 10.07 11.92
H 14.66 11.02 10.63
H 13.74 10.31 9.31
H 13.75 8.05 10.09
H 14.11 8.64 11.79
H 16.46 8.31 11.29
H 16.33 9.47 9.98
H 15.50 6.61 9.70
H 16.98 7.28 9.06
H 15.46 7.96 8.43

Mulliken atomic charge list, values in e, 2 entries:
1. Tc -0.83
2. C -0.95


[4]
Molecular formula: C24H33AsF5IrO6PS
Method: DFT, ωB97M-V/def2-TZVPD

- E (a.u.) = -4964.4394
- HOMO (spin up / spin down) (eV) = -9.53 / -10.37
- 2S+1 = 5
- expectation value of S² = 6.032
- charge = +1
- LUMO energy (spin up / spin down) (eV) = -2.175 / -5.725
- orbital gap (spin up / spin down) (eV) = 7.35 / 4.65
- energy relative to the best compared isomer or geometry (same formula, charge and spin) (kJ/mol) = 58.77

Cartesian coordinates (Å):
Ir -0.37 0.15 -0.51
F 5.36 2.07 3.80
C 4.17 2.02 3.25
C 3.86 0.97 2.39
F 4.75 0.03 2.14
C 2.62 0.92 1.79
F 2.39 -0.08 0.96
C 1.64 1.91 2.03
S 0.09 1.95 1.33
C 2.00 2.95 2.92
F 1.13 3.90 3.19
C 3.24 3.01 3.51
F 3.56 4.01 4.31
C -1.78 -2.97 5.84
O -3.02 -2.57 5.28
C -3.02 -1.96 4.09
C -4.30 -1.59 3.60
C -4.38 -0.95 2.41
C -3.24 -0.65 1.61
C -3.41 0.02 0.38
C -4.76 0.60 0.02
O -2.51 0.20 -0.50
C -1.95 -1.06 2.09
O -0.84 -0.88 1.45
C -1.88 -1.68 3.37
H -2.01 -3.50 6.75
H -1.16 -2.10 6.07
H -1.24 -3.63 5.16
H -5.17 -1.84 4.19
H -5.36 -0.66 2.06
H -5.17 1.18 0.84
H -5.46 -0.21 -0.23
H -4.64 1.23 -0.86
H -0.89 -1.93 3.73
C -1.36 2.27 -4.07
C -0.18 2.79 -3.25
As 0.82 1.35 -2.38
C 2.46 2.31 -1.90
C 2.19 3.65 -1.22
C 1.33 0.23 -3.90
C 2.41 0.81 -4.80
H -1.95 3.11 -4.45
H -2.02 1.65 -3.47
H -1.03 1.69 -4.93
H -0.53 3.45 -2.46
H 0.52 3.35 -3.87
H 3.01 2.47 -2.83
H 3.06 1.65 -1.27
H 1.80 4.38 -1.93
H 3.12 4.05 -0.81
H 1.47 3.57 -0.41
H 0.41 0.07 -4.45
H 1.62 -0.74 -3.50
H 2.17 1.83 -5.13
H 2.51 0.20 -5.70
H 3.38 0.84 -4.31
C -1.11 -2.39 -3.16
O 0.17 -2.50 -2.51
P 0.28 -2.21 -0.94
O 1.75 -2.71 -0.61
C 2.91 -2.06 -1.13
O -0.61 -3.38 -0.35
C -0.55 -3.85 1.01
H -0.95 -2.61 -4.21
H -1.52 -1.38 -3.06
H -1.82 -3.11 -2.74
H 3.72 -2.23 -0.43
H 2.75 -0.99 -1.25
H 3.16 -2.50 -2.10
H -0.19 -4.88 0.99
H -1.55 -3.82 1.43
H 0.11 -3.24 1.61

Mulliken atomic charge list, values in e, 2 entries:
1. Ir 1.89
2. F -0.26


[5]
Molecular formula: C18H30BCoN4OSi
Method: DFT, ωB97M-V/def2-TZVPD

- E (a.u.) = -2695.0775
- HOMO (spin up / spin down) (eV) = -10.03 / -10.17
- 2S+1 = 4
- expectation value of S² = 3.761
- charge = +1
- LUMO energy (spin up / spin down) (eV) = -2.893 / -2.898
- orbital gap (spin up / spin down) (eV) = 7.14 / 7.28
- energy relative to the best compared isomer or geometry (same formula, charge and spin) (kJ/mol) = 0.00

Cartesian coordinates (Å):
Co -0.25 0.11 0.14
C -1.24 0.28 -3.67
Si -2.33 -0.02 -2.15
C -2.70 1.63 -1.29
C -3.95 -0.71 -2.75
N -1.38 -0.90 -0.98
C -1.26 -2.29 -0.84
C -2.12 -3.24 -1.39
C -1.92 -4.60 -1.21
C -0.83 -5.06 -0.48
C 0.04 -4.14 0.08
C -0.20 -2.79 -0.09
O 0.66 -1.80 0.44
C 1.44 -2.10 1.56
C 0.85 -2.46 2.76
C 1.66 -2.73 3.85
C 3.05 -2.63 3.74
C 3.62 -2.24 2.53
C 2.81 -1.98 1.43
H -1.39 1.27 -4.11
H -1.48 -0.45 -4.45
H -0.18 0.14 -3.43
H -2.59 2.49 -1.96
H -2.07 1.79 -0.42
H -3.73 1.64 -0.93
H -4.46 0.08 -3.31
H -4.59 -1.02 -1.92
H -3.81 -1.55 -3.42
H -2.98 -2.90 -1.96
H -2.61 -5.31 -1.64
H -0.65 -6.12 -0.35
H 0.90 -4.47 0.65
H -0.23 -2.54 2.82
H 1.21 -3.02 4.79
H 3.68 -2.85 4.59
H 4.69 -2.15 2.44
H 3.23 -1.68 0.48
B 1.56 3.17 2.75
C 0.88 1.81 2.33
N 0.31 0.95 1.81
H 2.56 3.26 2.06
H 1.89 3.17 3.91
H 0.75 4.05 2.49
N 1.34 5.10 0.48
C 1.29 4.22 -0.75
C 0.58 2.95 -0.31
N 0.63 1.76 -1.17
H 1.93 5.92 0.36
H 1.66 4.55 1.30
H 0.40 5.42 0.74
H 2.31 4.02 -1.06
H 0.78 4.76 -1.55
H -0.47 3.17 -0.10
H 1.05 2.67 0.63
H 1.58 1.53 -1.43
H 0.09 1.85 -2.02

Mulliken atomic charge list, values in e, 2 entries:
1. Co -0.08
2. C -1.12


[6]
Molecular formula: C44H50O2
Method: DFT, ωB97M-V/def2-TZVPD

- E (a.u.) = -1856.9815
- HOMO (eV) = -8.92
- charge = 0
- LUMO energy (eV) = 0.584
- structure (SMILES) = c1ccccc1.c1ccccc1.c1ccccc1.c1ccccc1.c1ccccc1.c1ccccc1.c1ccccc1.CO.CO
- orbital gap (eV) = 9.51

Cartesian coordinates (Å):
C 21.57 14.59 10.68
O 21.46 13.25 11.23
H 21.29 14.59 9.66
H 20.88 15.24 11.21
H 22.52 15.07 10.81
H 21.95 12.57 10.73
C 15.76 8.41 9.81
O 14.85 8.29 8.76
H 15.91 9.48 10.06
H 15.31 7.98 10.74
H 16.71 7.98 9.59
H 15.41 8.29 7.96
C 12.12 15.14 12.96
C 13.25 14.47 13.41
C 14.53 14.96 13.08
C 14.64 16.08 12.31
C 13.51 16.81 11.91
C 12.27 16.30 12.23
H 11.09 14.82 13.16
H 13.18 13.67 14.11
H 15.43 14.49 13.45
H 15.65 16.46 12.13
H 13.55 17.75 11.28
H 11.35 16.80 11.88
C 12.60 9.70 13.33
C 12.94 8.79 12.34
C 12.88 9.18 11.02
C 12.52 10.49 10.68
C 12.15 11.47 11.64
C 12.21 11.02 12.95
H 12.65 9.39 14.38
H 13.23 7.80 12.66
H 13.02 8.52 10.21
H 12.48 10.80 9.59
H 11.79 12.44 11.39
H 11.89 11.66 13.73
C 21.46 7.92 10.78
C 20.70 7.19 9.86
C 19.75 7.86 9.11
C 19.55 9.21 9.30
C 20.27 9.94 10.28
C 21.25 9.29 10.99
H 22.25 7.39 11.25
H 20.81 6.16 9.69
H 19.22 7.34 8.30
H 18.83 9.72 8.71
H 19.99 11.00 10.47
H 21.92 9.67 11.72
C 16.00 16.27 16.66
C 17.10 16.44 17.54
C 17.82 15.33 17.89
C 17.49 14.05 17.41
C 16.42 13.89 16.54
C 15.70 15.03 16.16
H 15.36 17.14 16.55
H 17.37 17.39 17.93
H 18.67 15.43 18.56
H 18.14 13.19 17.57
H 16.17 12.92 16.14
H 14.88 14.84 15.49
C 12.12 14.04 5.63
C 13.28 13.70 6.30
C 13.26 13.59 7.72
C 12.11 13.95 8.42
C 10.96 14.30 7.75
C 10.91 14.27 6.36
H 12.09 13.95 4.54
H 14.14 13.41 5.74
H 14.19 13.28 8.24
H 12.11 13.98 9.56
H 10.07 14.51 8.31
H 9.97 14.42 5.75
C 11.26 13.60 16.17
C 9.96 13.96 15.77
C 8.97 12.96 15.74
C 9.33 11.63 15.95
C 10.62 11.30 16.28
C 11.56 12.25 16.37
H 12.03 14.34 16.37
H 9.74 15.07 15.74
H 7.96 13.25 15.53
H 8.55 10.86 16.01
H 10.92 10.30 16.51
H 12.59 11.99 16.63
C 17.59 12.92 13.31
C 16.55 12.08 13.37
C 15.75 11.70 12.27
C 15.99 12.27 11.02
C 17.18 13.04 10.94
C 17.94 13.35 12.04
H 18.10 13.19 14.23
H 16.32 11.70 14.31
H 14.91 11.01 12.28
H 15.38 11.96 10.20
H 17.48 13.54 10.02
H 18.88 13.81 11.93

Mulliken atomic charge list, values in e, 2 entries:
1. C -0.66
2. O -0.48